No. 1
DFT (ωB97M-V/def2-TZVPD) results for an isolated molecule of C6H4N4 at a distorted geometry.

Geometry as XYZ:
```
14
Properties=species:S:1:pos:R:3:lowdin_charge:R:1
C 0.11 -0.82 -0.40 -0.20
C 1.11 -0.62 0.82 -0.14
C 2.38 0.05 0.40 -0.14
C -0.84 0.38 -0.57 -0.33
C -1.92 0.29 0.23 -0.26
C -0.49 1.89 -0.54 -0.11
H -1.11 -2.42 -1.21 0.10
H 1.44 -1.52 1.18 0.07
H 0.40 0.04 1.44 0.15
H -1.27 0.38 -1.72 0.21
N -0.25 -2.22 -0.51 0.12
N 3.14 1.01 0.05 0.13
N -2.74 0.59 1.06 0.22
N 0.04 2.96 -0.22 0.17
```

Net charge: 0
Frontier orbital gap, eV: 10.1
Relative energy (zero: lowest compared OMol25 entry of this formula, charge and spin), kcal/mol: 128.8
E, Eh: -449.8229


No. 2
DFT (ωB97M-V/def2-TZVPD) results for a cluster of 2 separate species, C6H4NO6S in total at a distorted geometry.

Geometry as XYZ:
```
18
Properties=species:S:1:pos:R:3:lowdin_charge:R:1
C 1.18 0.72 -0.91 -0.09
C 0.07 0.26 -0.14 -0.06
C 2.22 -0.07 -0.56 -0.16
C 0.56 -0.79 0.52 -0.49
C -4.25 0.37 -0.24 -0.63
C -3.49 -1.67 0.10 -0.59
N -4.26 -1.65 -0.92 0.07
O -3.49 -0.28 0.58 0.13
O -4.53 1.60 -0.14 0.01
O -2.88 -2.55 0.70 -0.05
O -4.72 -0.39 -1.21 0.05
O 0.87 -2.52 2.54 -0.60
O 1.85 -1.05 0.30 0.00
S -0.17 -2.10 1.56 0.99
H 1.26 1.54 -1.59 0.10
H -1.06 0.56 -0.19 0.16
H 3.34 -0.02 -0.97 0.16
H -0.77 -1.21 2.30 -0.01
```

Net charge: -1
Frontier orbital gap, eV: 7.9
Relative energy (zero: lowest compared OMol25 entry of this formula, charge and spin), kcal/mol: 0.0
E, Eh: -1135.3852


No. 3
DFT (ωB97M-V/def2-TZVPD) results for an isolated molecule of C6H4O.

Geometry as XYZ:
```
11
Properties=species:S:1:pos:R:3:lowdin_charge:R:1
C -2.15 -0.03 -0.99 -0.08
C -0.88 0.54 -0.60 -0.04
C 0.14 0.91 -0.06 0.05
C 1.00 0.74 1.10 -0.46
O 0.69 1.17 2.19 0.11
C 2.13 -0.15 0.88 -0.03
C 3.02 -0.93 0.69 0.15
H -2.48 0.29 -1.98 0.08
H -2.89 0.28 -0.24 0.09
H -2.05 -1.12 -0.97 0.09
H 3.82 -1.62 0.54 0.04
```

Net charge: 0
Frontier orbital gap, eV: 10.0
Relative energy (zero: lowest compared OMol25 entry of this formula, charge and spin), kcal/mol: 61.2
E, Eh: -306.1141


No. 4
DFT (ωB97M-V/def2-TZVPD) results for an isolated molecule of C6H4O.

Geometry as XYZ:
```
11
Properties=species:S:1:pos:R:3:lowdin_charge:R:1
C -2.52 -0.20 -0.80 -0.09
C -1.19 0.13 -0.30 -0.04
C -0.10 0.38 0.16 0.06
C 1.16 0.74 0.79 -0.45
O 1.31 1.80 1.37 0.11
C 2.28 -0.18 0.65 -0.03
C 3.35 -0.71 0.50 0.15
H -2.87 0.55 -1.51 0.08
H -3.22 -0.23 0.04 0.09
H -2.52 -1.18 -1.29 0.08
H 4.33 -1.11 0.37 0.04
```

Net charge: 0
Frontier orbital gap, eV: 9.9
Relative energy (zero: lowest compared OMol25 entry of this formula, charge and spin), kcal/mol: 54.1
E, Eh: -306.1253


No. 5
DFT (ωB97M-V/def2-TZVPD) results for an isolated molecule of C6H4O.

Geometry as XYZ:
```
11
Properties=species:S:1:pos:R:3:lowdin_charge:R:1
C 0.40 -0.04 2.60 -0.09
C 0.34 -0.23 1.15 -0.04
C 0.28 -0.38 -0.05 0.06
C 0.24 -0.64 -1.48 -0.45
O 0.84 -1.56 -1.99 0.11
C -0.55 0.27 -2.30 -0.03
C -1.14 0.98 -3.08 0.15
H 1.43 0.01 2.94 0.08
H -0.09 -0.88 3.10 0.09
H -0.11 0.89 2.89 0.08
H -1.65 1.58 -3.79 0.04
```

Net charge: 0
Frontier orbital gap, eV: 9.9
Relative energy (zero: lowest compared OMol25 entry of this formula, charge and spin), kcal/mol: 53.0
E, Eh: -306.1271


No. 6
DFT (ωB97M-V/def2-TZVPD) results for an isolated molecule of C6H4S2 at a distorted geometry.

Geometry as XYZ:
```
12
Properties=species:S:1:pos:R:3:lowdin_charge:R:1
C 0.21 1.02 0.68 -1.20
C -0.49 -0.02 -0.16 -0.42
C 0.07 0.15 -1.65 -0.09
C -0.02 0.12 -2.90 0.11
C -0.32 -1.39 0.49 -0.08
C 0.09 -2.44 1.00 0.14
H 0.47 2.24 2.70 -0.06
H -1.56 0.34 -0.35 0.14
H 0.25 0.36 -3.89 0.01
H 0.15 -3.35 1.51 0.02
S -0.67 2.00 1.87 0.72
S 1.82 0.98 0.69 0.71
```

Net charge: 0
Frontier orbital gap, eV: 8.2
Relative energy (zero: lowest compared OMol25 entry of this formula, charge and spin), kcal/mol: 47.4
E, Eh: -1027.1938


No. 7
DFT (ωB97M-V/def2-TZVPD) results for a cluster of 18 separate species, C6H50NO19 in total at a distorted geometry.

Geometry as XYZ:
```
76
Properties=species:S:1:pos:R:3:lowdin_charge:R:1
C -13.17 -33.41 -33.94 0.02
O -13.35 -34.11 -32.62 -0.21
C -13.76 -33.31 -31.60 -0.27
C -14.01 -34.30 -30.54 -0.08
N -14.68 -33.61 -29.34 0.02
H -14.05 -32.73 -28.96 0.12
H -15.54 -33.27 -29.61 0.04
C -14.86 -34.49 -28.09 -0.08
C -15.67 -33.70 -27.01 -0.17
O -15.73 -34.67 -25.94 -0.20
C -16.77 -34.45 -25.06 -0.11
H -12.88 -33.95 -34.83 0.09
H -12.52 -32.53 -33.88 0.12
H -14.01 -33.19 -34.41 0.00
H -14.64 -32.79 -31.90 0.10
H -12.85 -32.59 -31.47 0.16
H -13.06 -34.62 -29.98 0.16
H -14.67 -35.10 -30.95 0.16
H -13.85 -34.74 -27.82 0.12
H -15.39 -35.40 -28.26 0.11
H -16.70 -33.57 -27.44 0.12
H -15.21 -32.64 -26.68 0.16
H -17.79 -34.70 -25.41 0.07
H -16.90 -33.42 -25.03 0.06
H -16.54 -35.11 -24.16 0.12
O -20.57 -34.09 -25.59 -0.15
H -20.61 -34.55 -24.72 0.05
H -20.02 -34.70 -26.34 0.15
O -11.19 -35.57 -36.55 -0.03
H -12.12 -35.60 -36.59 -0.06
H -10.78 -36.17 -37.18 0.04
O -18.18 -34.79 -21.53 -0.08
H -17.82 -35.70 -21.65 0.05
H -19.10 -35.06 -21.37 0.03
O -19.57 -31.82 -24.02 -0.02
H -20.34 -31.68 -23.48 0.04
H -19.56 -32.56 -24.54 -0.07
O -14.94 -38.04 -27.40 -0.04
H -15.87 -37.74 -27.31 0.05
H -15.08 -38.34 -26.52 0.03
O -16.31 -31.56 -34.50 0.00
H -17.03 -30.99 -34.64 0.06
H -16.66 -32.39 -34.21 0.06
O -14.84 -30.09 -25.72 -0.08
H -15.82 -30.16 -25.51 0.08
H -14.32 -30.57 -25.10 0.02
O -10.37 -32.44 -31.33 -0.06
H -10.39 -33.37 -31.09 -0.03
H -9.97 -32.54 -32.18 0.03
O -12.30 -36.58 -32.07 -0.08
H -12.44 -35.63 -32.36 0.03
H -13.12 -36.92 -31.69 0.03
O -17.05 -32.55 -30.23 -0.04
H -17.29 -32.82 -31.10 0.05
H -17.58 -31.75 -29.92 0.13
O -15.45 -33.06 -36.84 -0.08
H -14.84 -33.72 -36.48 -0.02
H -15.37 -32.44 -36.04 0.03
O -18.88 -34.97 -29.81 -0.05
H -19.66 -34.74 -30.30 0.03
H -18.47 -34.10 -29.73 -0.01
O -13.08 -31.76 -28.36 -0.11
H -13.45 -30.72 -28.49 0.21
H -12.19 -31.79 -27.87 0.13
O -10.19 -34.87 -30.12 -0.07
H -10.52 -35.42 -30.86 0.04
H -9.21 -35.05 -30.09 0.10
O -11.90 -37.65 -27.86 -0.12
H -11.82 -36.80 -27.36 0.04
H -12.92 -37.80 -28.07 0.05
O -15.39 -30.00 -32.47 -0.01
H -14.77 -29.58 -33.15 0.11
H -15.51 -30.58 -33.07 -0.17
O -14.13 -35.65 -36.73 -0.02
H -14.21 -35.70 -37.73 0.13
H -14.94 -35.53 -36.35 -0.02
```

Net charge: +1
Frontier orbital gap, eV: 9.8
Relative energy (zero: lowest compared OMol25 entry of this formula, charge and spin), kcal/mol: 28.4
E, Eh: -1742.4278


No. 8
DFT (ωB97M-V/def2-TZVPD) results for a cluster of 21 separate species, C6H52N2O20P2S in total at a distorted geometry.

Geometry as XYZ:
```
83
Properties=species:S:1:pos:R:3:lowdin_charge:R:1
C 2.64 -1.19 2.28 -0.24
P 1.78 -0.58 0.64 0.53
N 1.74 -2.29 0.09 -0.26
P 1.85 1.47 1.36 0.19
S 1.52 2.82 -0.04 0.12
C -0.16 -0.64 0.68 -0.32
C -1.02 -0.54 2.06 -0.05
C -2.67 -0.63 2.20 -0.04
C -3.38 -0.84 0.70 -0.03
C -2.35 -0.88 -0.56 -0.08
N -0.87 -0.79 -0.63 -0.01
H 2.05 -0.65 3.14 0.03
H 2.37 -2.33 2.36 0.04
H 3.78 -0.95 2.25 0.07
H 2.53 -0.26 -0.58 0.04
H 1.29 -2.34 -0.86 0.04
H 2.72 -2.65 0.07 0.02
H 1.04 1.72 2.55 -0.02
H 3.24 1.71 1.79 -0.04
H -0.40 -0.39 3.06 0.08
H -3.27 -0.59 3.20 0.10
H -4.56 -0.96 0.58 0.10
H -2.89 -1.01 -1.62 0.09
O -2.88 -3.94 3.28 -0.05
H -2.83 -3.05 2.92 0.00
H -3.17 -4.48 2.53 0.06
O -1.10 4.58 -2.09 -0.06
H -0.38 4.16 -1.59 -0.03
H -1.11 4.09 -2.93 0.03
O 3.23 -4.67 -0.57 -0.07
H 3.02 -4.96 -1.47 0.05
H 2.86 -5.37 -0.01 0.04
O -3.33 -4.68 6.10 -0.07
H -2.82 -4.52 5.29 0.00
H -2.74 -4.40 6.81 0.03
O -0.18 6.39 0.26 -0.06
H -0.13 7.29 -0.10 0.05
H -0.47 5.86 -0.49 0.00
O 2.84 0.92 4.57 -0.10
H 3.39 1.52 5.10 0.04
H 1.98 0.94 5.00 0.05
O 1.11 5.27 3.12 -0.07
H 0.65 5.59 2.33 0.02
H 1.94 5.77 3.13 0.05
O 2.11 4.45 -3.03 -0.08
H 3.03 4.48 -3.33 0.05
H 2.17 4.18 -2.10 -0.04
O 0.84 0.51 -3.57 -0.07
H 0.25 0.11 -2.92 0.01
H 1.72 0.29 -3.25 0.01
O -2.57 5.71 -5.07 -0.07
H -2.12 5.33 -4.30 0.00
H -2.40 5.06 -5.78 0.03
O 0.27 4.16 -5.20 -0.07
H 0.78 4.32 -6.01 0.04
H 0.86 4.44 -4.49 -0.01
O -3.81 -2.10 -3.24 -0.09
H -4.64 -2.42 -3.62 0.01
H -3.14 -2.73 -3.55 0.02
O -6.48 -1.60 -3.93 -0.06
H -6.79 -1.29 -3.06 0.06
H -6.65 -0.84 -4.51 0.06
O 1.77 3.52 5.47 -0.07
H 1.54 4.12 4.74 0.00
H 2.73 3.58 5.54 0.03
O 5.51 1.59 2.06 -0.08
H 4.92 1.18 2.72 -0.01
H 6.40 1.37 2.38 0.05
O -2.13 -4.22 -5.04 -0.06
H -2.96 -4.55 -5.42 0.05
H -1.47 -4.86 -5.35 0.02
O -0.23 -4.95 -7.27 -0.07
H -0.16 -4.00 -7.10 0.05
H 0.13 -5.06 -8.16 0.05
O 1.87 -5.23 2.59 -0.07
H 1.56 -4.93 3.46 0.04
H 1.70 -4.47 2.01 0.00
O -4.50 -2.71 8.71 -0.06
H -4.04 -3.08 9.48 0.04
H -4.33 -3.35 8.00 0.01
O 3.87 1.82 -4.34 -0.06
H 3.04 1.49 -4.72 0.03
H 4.53 1.19 -4.65 0.04
```

Net charge: 0
Frontier orbital gap, eV: 7.5
E, Eh: -2954.6822


No. 9
DFT (ωB97M-V/def2-TZVPD) results for a structure of composition C6H5AgNO3 at a distorted geometry.

Geometry as XYZ:
```
16
Properties=species:S:1:pos:R:3:lowdin_charge:R:1
O -2.64 -1.33 -1.05 0.15
C -1.57 -0.89 -1.49 -0.47
O -1.51 0.36 -2.20 -0.03
O -0.32 -1.58 -1.27 0.04
C 0.22 -0.87 -0.12 -0.26
C 1.17 0.31 -0.35 0.01
C 1.80 1.20 0.77 0.00
C 1.33 0.74 2.20 -0.01
C 0.39 -0.47 2.23 -0.10
N -0.16 -1.25 1.19 0.10
H -1.70 1.04 -1.50 0.17
H 1.41 0.58 -1.44 0.11
H 2.49 2.09 0.58 0.10
H 1.67 1.29 3.15 0.11
H 0.06 -0.79 3.29 0.12
Ag -2.63 -0.42 -4.00 0.95
```

Net charge: +1
Frontier orbital gap, eV: 6.2
E, Eh: -658.6429


No. 10
DFT (ωB97M-V/def2-TZVPD) results for a structure of composition C6H5As5CuF30NO2 at a distorted geometry.

Geometry as XYZ:
```
50
Properties=species:S:1:pos:R:3:lowdin_charge:R:1
Cu -0.10 -0.26 -0.53 0.89
As 2.14 -4.88 -0.24 0.98
F 3.80 -4.12 -0.33 -0.31
F 2.90 -6.56 -0.13 -0.35
F 0.50 -5.58 -0.09 -0.31
F 1.44 -3.22 -0.56 -0.32
F 2.14 -5.11 -2.08 -0.32
F 2.08 -4.61 1.56 -0.33
As 3.12 -0.94 -5.07 1.02
F 4.42 -1.13 -6.27 -0.32
F 4.16 -1.78 -3.77 -0.33
F 1.76 -0.76 -3.85 -0.33
F 1.88 -0.30 -6.34 -0.36
F 2.49 -2.62 -5.46 -0.33
F 3.65 0.79 -4.70 -0.34
As -2.53 -3.35 -3.96 0.94
F -0.77 -3.78 -4.14 -0.30
F -2.25 -2.15 -2.60 -0.34
F -4.30 -2.83 -3.94 -0.34
F -2.93 -4.41 -5.32 -0.31
F -2.74 -4.71 -2.88 -0.29
F -2.11 -1.90 -5.05 -0.33
As -4.09 2.65 -2.78 0.99
F -5.28 1.29 -2.95 -0.32
F -5.33 3.55 -3.89 -0.38
F -3.17 4.25 -2.53 -0.35
F -3.05 1.64 -1.77 -0.29
F -3.21 2.24 -4.31 -0.29
F -4.99 3.09 -1.22 -0.36
As 4.55 1.01 1.51 0.89
F 5.02 2.47 0.65 -0.30
F 5.86 1.19 2.73 -0.33
F 4.01 -0.51 2.29 -0.30
F 3.39 0.69 0.17 -0.30
F 5.78 0.06 0.54 -0.32
F 3.42 2.05 2.46 -0.33
C -2.06 4.17 6.49 -0.12
C -2.76 3.95 5.36 -0.09
C -2.46 2.90 4.48 0.02
C -1.37 2.06 4.82 -0.09
C -0.56 2.44 5.93 0.00
C -0.97 3.41 6.85 -0.08
N -1.00 0.85 4.00 -0.30
O -0.13 0.09 4.40 0.09
O -1.59 0.60 2.90 0.04
H -2.21 5.05 7.10 0.10
H -3.34 4.75 4.92 0.11
H -3.11 2.60 3.67 0.12
H 0.24 1.82 6.29 0.11
H -0.33 3.83 7.62 0.10
```

Net charge: -4
Frontier orbital gap, eV: 7.6
Relative energy (zero: lowest compared OMol25 entry of this formula, charge and spin), kcal/mol: 82.4
E, Eh: -16252.5398


No. 11
DFT (ωB97M-V/def2-TZVPD) results for a structure of composition C6H5AsBF7NO3.

Geometry as XYZ:
```
24
Properties=species:S:1:pos:R:3:lowdin_charge:R:1
N 1.93 -1.77 -0.92 0.20
B 1.20 -0.66 -1.45 -0.55
O 1.83 0.45 -1.98 0.14
C -0.39 -0.78 -1.45 0.05
C -1.09 -0.45 -0.37 -0.17
F -0.47 -0.01 0.71 0.14
C -2.59 -0.55 -0.35 -0.30
O -3.31 0.24 0.20 0.15
C -3.10 -1.68 -1.19 0.01
C -2.43 -2.03 -2.27 0.02
C -1.17 -1.27 -2.61 -0.34
O -0.86 -1.06 -3.76 0.12
H 2.92 -1.71 -1.12 0.08
H 1.79 -1.96 0.06 0.09
H 1.92 1.18 -1.36 0.11
H -4.01 -2.17 -0.86 0.12
H -2.73 -2.84 -2.93 0.12
F -0.09 2.88 2.57 -0.27
As 1.51 2.44 3.10 0.69
F 0.92 0.86 3.55 -0.28
F 1.15 3.04 4.70 -0.27
F 3.11 1.99 3.62 -0.28
F 2.10 4.01 2.64 -0.28
F 1.87 1.84 1.49 -0.29
```

Net charge: -1
Frontier orbital gap, eV: 8.9
E, Eh: -3472.0805


No. 12
DFT (ωB97M-V/def2-TZVPD) results for an isolated molecule of C6H5Br2NS at a distorted geometry.

Geometry as XYZ:
```
15
Properties=species:S:1:pos:R:3:lowdin_charge:R:1
C -0.01 -0.41 3.88 -0.29
C -0.66 -1.00 1.57 -0.77
C -1.09 -0.56 2.98 -0.80
C 0.23 0.17 1.06 -0.23
C 0.67 -0.12 -0.44 -0.79
C 0.11 0.50 -1.44 -0.07
N 0.76 -0.44 4.70 0.21
S -2.63 -0.21 3.41 0.79
Br -2.15 -1.33 0.42 0.75
Br 1.73 -1.66 -0.72 0.73
H -0.11 -1.98 1.78 0.13
H -0.33 1.03 1.09 0.09
H 1.12 0.19 1.69 0.11
H 0.21 0.08 -2.49 0.10
H -0.42 1.37 -1.15 0.06
```

Net charge: 0
Frontier orbital gap, eV: 7.8
Relative energy (zero: lowest compared OMol25 entry of this formula, charge and spin), kcal/mol: 16.7
E, Eh: -5832.5233


E_LUMO readings, ordered: -1.324 3.115 -0.109 -0.252 -0.266 -0.666 -3.043 -0.628 -6.277 4.850 1.157 -1.730 eV